# 1
Entry from OMol25: a structure of composition C48H49BaN7O3PS5Sb in a non-equilibrium geometry (ωB97M-V/def2-TZVPD).

As for the frontier orbital gap: 0.224 Ha. Its HOMO energy is -6.03 eV. The calculation puts the relative energy (zero: lowest compared OMol25 entry of this formula, charge and spin) at 1.8199 eV.

Geometry as XYZ:
```
115
Properties=species:S:1:pos:R:3:forces:R:3:lowdin_charge:R:1
Ba -0.3328 -0.3313 -0.7344 -1.0 -1.3 0.0 1.9461
C -3.3452 1.4339 0.8632 0.1 -0.1 0.0 -0.0066
C -3.5731 -0.0253 0.6403 -0.2 0.0 0.1 -0.3314
C -4.8200 -0.5948 0.8879 -0.1 -0.1 0.0 -0.0154
C -5.0147 -1.9411 0.6510 0.1 0.1 0.1 -0.0479
C -3.9601 -2.6748 0.1298 0.1 -0.1 -0.1 -0.1351
C -2.7474 -2.0379 -0.0928 -0.4 -0.2 0.0 -0.5313
N -2.5490 -0.7566 0.1911 -2.2 -0.3 1.1 -0.2121
Sb -1.2879 -3.3648 -0.9830 -0.2 -0.9 0.1 1.5030
C -0.5051 -2.4866 -2.8016 -0.1 -0.3 -0.3 -0.5238
C -0.6147 -3.3781 -3.8596 -0.1 -0.1 0.1 -0.1392
C -0.2178 -2.9701 -5.1245 0.0 0.1 0.1 -0.0462
C 0.2687 -1.6876 -5.2745 0.0 -0.2 0.0 -0.0049
C 0.3593 -0.8517 -4.1621 0.1 -0.1 -0.2 -0.3244
C 0.8236 0.5597 -4.3200 -0.1 0.0 0.1 -0.0157
N -0.0121 -1.2627 -2.9481 0.4 -1.0 -2.4 -0.1970
C 0.3856 -3.0476 0.3637 0.1 -0.6 0.1 -0.4708
C 0.7278 -4.1766 1.0989 -0.1 0.0 0.0 -0.1280
C 1.8785 -4.1560 1.8714 0.0 0.1 0.0 -0.0586
C 2.6494 -3.0094 1.8699 0.0 -0.1 0.0 -0.0282
C 2.2370 -1.9062 1.1253 0.1 -0.1 0.1 -0.3094
C 3.0612 -0.6643 1.0906 0.0 0.0 -0.1 -0.0124
N 1.1178 -1.9359 0.3945 1.4 -1.6 1.0 -0.1521
H -4.2866 1.9792 0.8316 0.0 0.0 0.0 0.0892
H -2.6642 1.8177 0.1035 -0.1 0.1 0.0 0.0680
H -2.8706 1.5918 1.8318 0.0 0.0 0.0 0.0741
H -5.6316 0.0230 1.2489 0.0 0.0 0.0 0.1174
H -5.9641 -2.4163 0.8608 0.0 0.0 -0.1 0.1115
H -4.0751 -3.7232 -0.1149 0.0 0.0 0.0 0.0787
H -1.0285 -4.3658 -3.6991 0.0 0.0 0.0 0.0754
H -0.3074 -3.6388 -5.9706 0.0 0.0 0.0 0.1112
H 0.5712 -1.3261 -6.2482 0.0 0.1 0.0 0.1179
H 1.5252 0.6497 -5.1483 0.1 0.0 0.1 0.0888
H 1.2577 0.9227 -3.3915 0.1 0.0 0.0 0.0500
H -0.0429 1.1836 -4.5451 0.0 0.1 0.0 0.0544
H 0.0972 -5.0560 1.0561 0.1 0.0 0.0 0.0813
H 2.1630 -5.0182 2.4615 0.0 0.0 0.0 0.1104
H 3.5612 -2.9563 2.4505 0.0 0.0 0.0 0.1202
H 3.6713 -0.5906 1.9849 0.0 0.1 0.1 0.0733
H 2.4187 0.2081 0.9823 0.1 0.1 0.1 0.0727
H 3.7202 -0.6987 0.2231 0.0 0.0 0.0 0.0759
C -0.8959 4.8870 2.0855 0.0 -0.1 0.0 -0.0121
C -0.5362 3.4499 1.8230 -0.2 0.2 0.1 -0.3077
N -0.7701 2.5157 2.6521 0.2 -0.3 -0.1 0.0352
O -1.4020 2.9563 3.8041 -0.1 0.1 0.3 -0.0546
C 0.0554 3.0679 0.5258 0.1 -0.1 -0.3 -0.2983
C 0.5263 4.1585 -0.3990 0.0 -0.2 0.0 -0.0203
N 0.0835 1.8227 0.1868 0.1 2.8 0.9 -0.2396
O 0.5952 1.5598 -1.0117 1.9 3.3 -0.8 -0.6400
H -1.0239 5.0411 3.1536 0.0 0.1 0.0 0.0707
H -1.8459 5.1135 1.5946 0.0 0.1 0.0 0.0978
H -0.1421 5.5694 1.7003 0.0 0.0 0.0 0.0728
H -1.3568 2.1728 4.3598 0.0 -0.1 0.1 0.0727
H -0.2995 4.8275 -0.6474 0.0 0.1 0.0 0.0901
H 0.8842 3.7017 -1.3169 0.0 0.1 0.0 0.0639
H 1.3295 4.7487 0.0473 0.0 0.1 0.0 0.0807
C 3.6841 1.8066 -1.8766 0.0 -0.1 -0.1 -0.0022
C 3.8422 0.3683 -2.2240 0.1 -0.2 -0.1 -0.4034
N 2.9444 -0.5761 -2.0664 -0.2 0.2 0.0 0.0852
C 3.5204 -1.7397 -2.5125 0.1 0.0 -0.1 -0.1457
C 4.7890 -1.5002 -2.9450 0.0 -0.1 0.0 -0.0989
N 4.9855 -0.1527 -2.7538 0.0 0.0 0.0 0.0936
H 2.6989 1.9385 -1.4313 0.0 0.1 0.0 0.0484
H 3.7628 2.4271 -2.7721 0.0 0.1 0.0 0.0867
H 4.4581 2.1216 -1.1729 0.0 0.0 0.0 0.0785
H 2.9828 -2.6748 -2.4979 0.0 0.0 0.0 0.1001
H 5.5501 -2.1453 -3.3472 0.0 0.0 0.0 0.1025
H 5.8122 0.3591 -3.0032 0.0 0.1 0.0 0.1516
C -6.6322 0.7353 -2.7825 0.2 -0.1 -0.3 -0.3895
S -5.8963 0.5203 -4.4342 -0.1 0.1 0.0 0.7720
C -4.4976 1.5551 -4.2467 0.0 0.0 -0.1 -1.0424
C -3.3723 1.2093 -3.5631 -0.3 0.4 -0.2 -1.1524
S -3.0498 -0.2761 -2.8076 0.2 -0.2 0.2 0.5615
S -2.2004 2.5301 -3.4305 -0.3 -0.1 -0.1 0.8700
C -3.0524 3.7366 -4.3524 -0.1 -0.2 0.0 -1.5230
S -2.4480 5.2354 -4.6468 0.1 0.2 0.0 0.4820
S -4.5870 3.1804 -4.9091 0.3 -0.1 0.2 0.8826
H -7.5755 0.1913 -2.7822 0.0 0.0 0.1 0.0263
H -6.8066 1.7931 -2.5994 -0.1 0.0 0.1 0.0350
H -5.9519 0.3164 -2.0416 0.0 0.0 0.0 0.0024
O 0.9233 0.2185 3.5488 -0.1 -0.3 -0.2 -0.3051
P 1.9148 0.5046 4.6068 0.3 0.3 0.4 0.7602
C 2.3423 -0.9737 5.5686 -0.1 0.1 -0.2 -0.2676
C 1.8782 -2.1853 5.0679 0.0 0.0 -0.1 -0.0777
C 2.1408 -3.3677 5.7440 0.0 0.0 0.1 -0.0741
C 2.8611 -3.3368 6.9293 0.0 0.0 -0.1 -0.0795
C 3.3105 -2.1258 7.4403 0.1 0.0 0.1 -0.0781
C 3.0459 -0.9422 6.7696 0.0 0.0 0.0 -0.0860
C 3.4459 1.2669 3.9987 -0.3 -0.1 0.0 -0.2986
C 3.2604 2.2757 3.0527 0.0 -0.1 0.0 -0.0848
C 4.3519 2.9776 2.5696 -0.1 0.0 -0.1 -0.0671
C 5.6277 2.6738 3.0287 0.1 0.0 0.0 -0.0784
C 5.8151 1.6557 3.9526 0.0 0.0 0.0 -0.0760
C 4.7230 0.9513 4.4427 0.0 0.0 0.0 -0.0737
C 1.3249 1.6999 5.8470 0.0 -0.2 -0.1 -0.2653
C 1.9700 2.8935 6.1468 0.0 0.0 0.0 -0.0621
C 1.4223 3.7547 7.0878 0.0 0.0 0.1 -0.0707
C 0.2346 3.4289 7.7247 0.1 0.1 0.0 -0.0766
C -0.4133 2.2375 7.4269 -0.1 -0.1 0.0 -0.0759
C 0.1328 1.3738 6.4932 0.1 0.0 0.0 -0.0935
H 1.3096 -2.1785 4.1466 0.0 0.0 0.0 0.0936
H 1.7613 -4.3040 5.3546 0.0 0.0 0.0 0.1022
H 3.0755 -4.2556 7.4599 0.0 0.0 0.0 0.1040
H 3.8610 -2.1063 8.3722 0.0 0.0 0.0 0.1048
H 3.3803 0.0031 7.1820 0.0 0.0 0.0 0.1128
H 2.2517 2.4752 2.7029 0.0 0.1 -0.1 0.1052
H 4.2068 3.7583 1.8335 0.0 0.0 0.0 0.1061
H 6.4837 3.2318 2.6712 0.0 0.0 -0.1 0.1036
H 6.8126 1.4083 4.2923 0.0 0.0 0.0 0.1040
H 4.8740 0.1528 5.1583 0.0 0.0 0.0 0.0974
H 2.8947 3.1535 5.6488 0.0 0.0 0.0 0.1022
H 1.9204 4.6868 7.3214 0.0 0.0 0.0 0.1054
H -0.1876 4.1113 8.4507 0.0 0.0 0.0 0.1049
H -1.3455 1.9887 7.9175 0.0 0.0 0.0 0.1066
H -0.3476 0.4311 6.2494 -0.1 0.1 0.1 0.1166
```
Forces are in eV/Å.

# 2
Entry from OMol25: an isolated molecule of C16H14O5 in a non-equilibrium geometry (ωB97M-V/def2-TZVPD).

As for the frontier orbital gap: 0.266 Ha. Its HOMO energy is -8.53 eV. The calculation puts the relative energy (zero: lowest compared OMol25 entry of this formula, charge and spin) at 0.4293 eV.

Geometry as XYZ:
```
35
Properties=species:S:1:pos:R:3:forces:R:3:lowdin_charge:R:1
C -4.5394 1.3423 0.0423 -0.3 0.7 -0.1 -0.0565
O -3.5151 2.3003 0.3731 1.6 -0.9 -0.5 -0.0753
C -2.1680 1.9339 0.2313 0.0 0.6 1.1 -0.1083
C -1.2777 2.3418 1.1770 -1.5 0.0 -0.6 -0.1111
C -1.6989 3.1081 2.3959 0.7 0.5 0.3 -0.0151
C 0.1574 2.0222 1.0434 1.1 0.7 1.2 -0.2571
O 0.9588 2.5032 1.8428 -0.7 -0.6 -0.9 0.1263
C 0.6144 1.1099 -0.0326 -1.3 -1.0 -2.3 -0.0905
C -0.2488 0.7081 -1.0449 1.9 2.4 2.5 -0.0749
C 0.2468 -0.0504 -2.2003 -0.3 -0.9 -0.9 -0.1024
C 0.4104 -1.5172 -1.7008 -0.4 1.4 -1.3 -0.1252
C 1.5613 -1.6787 -0.7820 0.0 -0.1 0.2 -0.1356
C 1.9527 -3.0230 -0.6206 1.5 1.9 1.1 0.0362
C 3.0675 -3.3156 0.1721 -0.9 -0.1 -0.5 -0.3317
O 3.4954 -4.5812 0.4015 0.0 -0.6 -0.1 0.0574
C 3.7575 -2.2928 0.7751 0.2 1.1 0.4 -0.0091
C 3.3134 -0.9648 0.6613 1.1 -0.8 0.7 0.0163
C 2.2016 -0.6266 -0.0835 0.7 -1.0 0.0 -0.1743
O 1.9349 0.7482 -0.0327 -1.2 -0.2 -0.2 0.0599
C -1.6549 1.1457 -0.9472 -0.8 -0.5 0.4 -0.2603
O -2.4439 0.7498 -1.7715 -0.5 0.0 -0.8 0.1227
H -4.2882 0.3343 0.2880 0.5 -0.7 0.3 0.0857
H -5.4296 1.6216 0.6035 0.2 0.2 0.2 0.0919
H -4.7948 1.3765 -1.0015 0.1 0.1 -0.5 0.0779
H -1.3537 2.5914 3.2923 -0.2 -0.2 0.0 0.0916
H -2.7562 3.3347 2.4489 -0.1 -0.3 -0.2 0.0787
H -1.1718 4.0669 2.4709 0.0 -0.1 -0.3 0.0938
H 1.2209 0.3098 -2.5376 0.0 0.2 0.2 0.1333
H -0.4280 0.0560 -3.0851 0.3 -0.3 0.9 0.1353
H 0.4913 -2.1728 -2.5641 0.1 -0.2 0.0 0.1212
H -0.4986 -1.7533 -1.1917 -0.8 -0.4 0.3 0.1207
H 1.4237 -3.7757 -1.1384 -0.5 -0.7 -0.5 0.1092
H 2.9455 -5.2104 -0.0851 0.1 0.2 0.1 0.1103
H 4.6270 -2.5380 1.3867 -0.2 0.1 -0.2 0.1237
H 3.8869 -0.2041 1.2136 -0.5 -0.2 -0.4 0.1352
```
Forces are in eV/Å.